No. 1
{"formula": "C9H14O", "method": "the ωB97M-V functional and the def2-TZVPD basis", "species": ["C", "C", "C", "C", "C", "O", "C", "C", "H", "H", "H", "H", "H", "H", "H", "H", "C", "C", "H", "H", "H", "H", "H", "H"], "positions_angstrom": [[0.4436, 1.7718, 0.4913], [-0.4673, 0.7015, 0.9764], [-1.4216, 0.1378, 0.1231], [-2.4387, -0.6834, 0.5709], [-2.4518, -0.9808, 1.9742], [-3.3562, -1.7542, 2.5832], [-1.5245, -0.4961, 2.8914], [-0.6048, 0.4102, 2.3392], [-0.0329, 2.1998, -0.3389], [1.3544, 1.2295, 0.1327], [0.6630, 2.5444, 1.2729], [-1.2981, 0.1432, -0.8994], [-3.2661, -1.2200, 0.0688], [-3.9741, -1.9798, 1.7897], [-1.4464, -0.7742, 3.9400], [0.1872, 0.8824, 2.9047], [2.7126, -0.9638, -2.3008], [2.2491, 0.3704, -2.8614], [3.6488, -1.0975, -2.7016], [2.7608, -0.9129, -1.2584], [2.0896, -1.7952, -2.5695], [1.6918, 0.2461, -3.8042], [1.4809, 0.7915, -2.4223], [3.0009, 1.2293, -2.9018]], "forces_ev_per_angstrom": [[1.577, -1.140, 0.893], [-2.304, -0.142, 1.093], [-0.136, -1.042, 1.130], [-0.407, -1.029, 3.167], [1.204, 0.969, 0.515], [-3.162, -1.528, -3.119], [1.477, 1.491, -1.715], [0.937, -0.216, -0.248], [-0.324, 1.009, -1.197], [-0.203, 1.012, 0.275], [-0.020, -0.797, -0.777], [0.215, 0.812, -2.314], [0.876, 0.695, -0.633], [0.969, -0.006, 2.508], [-0.487, -0.020, -0.325], [-0.192, -0.073, 0.736], [-1.444, 1.350, -0.591], [2.452, -0.415, -2.851], [2.347, -0.871, -0.667], [0.281, -0.072, 1.733], [-0.445, -0.273, -0.245], [1.183, -0.078, -0.577], [-3.805, 1.915, 3.491], [-0.589, -1.551, -0.280]], "max_force_ha_per_bohr": 0.10710, "gap_ev": 8.9625, "lumo_ev": 0.824, "homo_energy_ha": -0.2991, "smiles": "Cc1ccc(O)cc1.CC", "e_tot_ha": -426.50665}

No. 2
{"formula": "C9H14O", "method": "the ωB97M-V functional and the def2-TZVPD basis", "species": ["C", "C", "C", "C", "C", "O", "C", "C", "H", "H", "H", "H", "H", "H", "H", "H", "C", "C", "H", "H", "H", "H", "H", "H"], "positions_angstrom": [[-2.3287, -0.0222, -2.2207], [-2.0250, 0.0341, -0.7326], [-2.4231, -0.7869, 0.3321], [-1.8416, -0.6671, 1.6158], [-0.7156, 0.1126, 1.7831], [-0.0429, 0.1499, 2.8864], [-0.4972, 1.1661, 0.8327], [-1.1806, 1.1130, -0.3002], [-1.6505, 0.7234, -2.5957], [-3.2374, 0.5311, -2.4119], [-2.1713, -0.9440, -2.8255], [-3.2301, -1.4412, 0.0197], [-2.1690, -1.2368, 2.5159], [0.6589, 0.7452, 2.8004], [0.1871, 2.0455, 0.9899], [-1.0701, 1.8521, -0.9653], [2.3051, -0.5917, -0.5561], [3.6576, -0.2248, 0.1875], [1.6631, -1.3303, -0.1366], [1.7642, 0.2993, -0.7859], [2.6360, -1.2093, -1.5250], [4.4565, -0.2352, -0.3892], [3.6717, 0.8257, 0.5222], [3.5827, -0.9084, 0.9590]], "forces_ev_per_angstrom": [[0.171, 0.735, 0.432], [1.088, 0.297, 1.991], [-0.075, 0.620, -1.514], [0.009, -1.232, 0.406], [-1.871, 2.398, -2.793], [0.002, -1.975, 3.157], [0.988, -0.298, 1.955], [-1.578, -3.036, -1.101], [0.751, -0.020, -0.663], [-0.950, -0.697, -0.285], [-0.464, 0.509, 0.905], [0.047, -0.531, 0.901], [0.168, 0.198, -1.061], [1.674, 1.407, -0.026], [-0.622, -1.162, 0.236], [0.667, 2.806, -2.532], [2.820, -0.929, -2.923], [-5.420, 1.517, 1.016], [-0.387, -0.187, 1.245], [-0.546, 0.276, -0.580], [-0.851, 1.780, 1.508], [3.696, -1.003, -2.736], [-0.526, -0.432, 0.448], [1.206, -1.043, 2.014]], "max_force_ha_per_bohr": 0.11121, "gap_ev": 8.8552, "lumo_ev": 0.811, "homo_energy_ha": -0.2956, "smiles": "Cc1ccc(O)cc1.CC", "e_tot_ha": -426.48381}

No. 3
{"formula": "C9H14O", "method": "the ωB97M-V functional and the def2-TZVPD basis", "species": ["C", "C", "C", "C", "C", "O", "C", "C", "H", "H", "H", "H", "H", "H", "H", "H", "C", "C", "H", "H", "H", "H", "H", "H"], "positions_angstrom": [[-2.1301, 1.3923, 1.4245], [-1.0607, 1.0372, 0.3037], [-1.2584, -0.1535, -0.4146], [-0.3554, -0.6025, -1.3437], [0.8355, 0.1686, -1.4813], [1.9872, -0.2228, -2.1069], [0.9573, 1.4245, -0.9065], [-0.0913, 1.9437, -0.0529], [-1.7082, 1.0722, 2.2787], [-3.0443, 0.8291, 1.3690], [-2.1688, 2.4691, 1.4915], [-2.0055, -0.7412, -0.1553], [-0.7167, -1.3909, -1.9159], [1.7031, -0.6274, -2.9789], [1.8316, 2.2044, -0.8953], [-0.0804, 2.9778, 0.1242], [0.7873, -2.3022, 1.1847], [0.2186, -1.7054, 2.4550], [1.5343, -1.7664, 0.5185], [1.2379, -3.2076, 1.4232], [-0.0181, -2.3598, 0.3894], [-0.0785, -0.6927, 2.1451], [0.8847, -1.8898, 3.2513], [-0.6864, -2.3108, 2.7959]], "forces_ev_per_angstrom": [[1.236, 0.420, -3.602], [-2.975, 0.715, 0.991], [3.942, 3.000, -0.185], [0.944, 2.578, 0.703], [0.276, 0.740, 0.313], [-0.746, -1.460, -2.487], [-0.697, 2.694, 2.046], [1.398, -2.974, -2.051], [1.577, -1.019, 3.331], [-0.630, 0.298, -0.568], [-0.752, 0.261, -0.032], [-3.710, -2.517, 0.946], [0.446, -1.689, -1.132], [0.827, 0.428, 1.430], [-1.263, -2.296, -0.947], [-0.035, 1.070, 1.030], [-0.834, 1.177, -2.692], [-1.734, -0.500, -1.376], [-0.413, 0.167, 1.637], [0.526, -2.052, -0.064], [0.663, -0.778, 1.191], [0.143, -0.043, 1.265], [1.027, 0.904, 1.035], [0.784, 0.877, -0.781]], "max_force_ha_per_bohr": 0.09641, "gap_ev": 9.3501, "lumo_ev": 0.860, "homo_energy_ha": -0.3120, "smiles": "Cc1ccc(O)cc1.CC", "e_tot_ha": -426.48604}

No. 4
{"formula": "C9H14O", "method": "the ωB97M-V functional and the def2-TZVPD basis", "species": ["C", "C", "C", "C", "C", "C", "C", "H", "H", "H", "H", "H", "H", "H", "H", "C", "C", "O", "H", "H", "H", "H", "H", "H"], "positions_angstrom": [[-0.1565, 0.1571, -2.1599], [-0.8728, 0.8291, -0.9854], [-0.0610, 1.3957, -0.0128], [-0.6273, 1.7736, 1.2327], [-2.0040, 1.8543, 1.2651], [-2.8628, 1.4753, 0.2199], [-2.2549, 1.0549, -0.9834], [0.1493, 0.8965, -2.8334], [-0.8678, -0.6213, -2.5277], [0.7636, -0.3242, -1.8105], [1.0090, 1.6044, -0.0828], [0.0567, 2.1898, 1.9441], [-2.5277, 2.1092, 2.1864], [-3.9497, 1.5903, 0.1877], [-2.8694, 0.6287, -1.7883], [2.5094, -2.5351, 0.8612], [1.8356, -1.1546, 0.7969], [0.4513, -1.3090, 0.3965], [3.3362, -2.5616, 0.1824], [1.8520, -3.3440, 0.5875], [2.7412, -2.8563, 1.8771], [1.4525, -0.6399, 1.7181], [2.5130, -0.5382, 0.2212], [0.3841, -1.6745, -0.4927]], "forces_ev_per_angstrom": [[-1.346, -1.205, 1.725], [0.936, 1.008, -1.379], [-0.683, 0.546, 2.175], [0.220, 0.487, -2.983], [-2.032, -0.530, 1.334], [1.354, 0.523, -1.520], [0.028, -1.566, 1.278], [0.115, 0.834, -1.614], [0.820, 0.669, -0.423], [-0.249, 0.056, -0.080], [-0.158, -0.847, -0.471], [-0.200, 0.026, 0.721], [0.341, 0.249, 0.013], [0.430, 0.017, 0.654], [0.285, 0.400, 0.216], [-0.548, 0.157, 1.113], [-2.200, -0.911, 1.448], [0.398, -0.347, -1.224], [0.802, -0.160, -0.018], [-0.676, 0.017, -0.551], [0.688, 0.379, 0.028], [2.150, -0.453, 0.030], [-0.529, 0.769, -0.537], [0.055, -0.117, 0.064]], "max_force_ha_per_bohr": 0.05893, "gap_ev": 9.4854, "lumo_ev": 0.923, "homo_energy_ha": -0.3146, "smiles": "Cc1ccccc1.CCO", "e_tot_ha": -426.50062}

No. 5
{"formula": "C9H14O", "method": "the ωB97M-V functional and the def2-TZVPD basis", "species": ["C", "C", "C", "C", "C", "O", "C", "C", "H", "H", "H", "H", "H", "H", "H", "H", "C", "C", "H", "H", "H", "H", "H", "H"], "positions_angstrom": [[-1.5692, -0.2749, -3.1372], [-1.5742, -0.5211, -1.6523], [-0.3767, -0.4891, -0.9400], [-0.2897, -0.7868, 0.4216], [-1.4611, -1.0095, 1.1174], [-1.5209, -1.2775, 2.4574], [-2.6797, -0.9793, 0.4434], [-2.7383, -0.6179, -0.8899], [-1.9961, 0.7028, -3.3744], [-2.1751, -0.9908, -3.6890], [-0.5378, -0.2512, -3.4765], [0.5070, -0.3752, -1.5518], [0.7149, -0.8397, 0.8166], [-0.6787, -1.0817, 2.8906], [-3.5791, -1.0985, 1.0339], [-3.7175, -0.4733, -1.3202], [2.8222, 0.7759, 1.8944], [3.0494, 1.8141, 0.8036], [3.4188, -0.1319, 1.7646], [3.1991, 1.1900, 2.8362], [1.7986, 0.4580, 2.0237], [2.2418, 2.5386, 0.7533], [3.1583, 1.3908, -0.2017], [3.9841, 2.3283, 0.9762]], "forces_ev_per_angstrom": [[-0.265, 0.506, 0.287], [0.066, 0.971, 0.528], [-0.360, -1.012, -0.587], [0.199, 0.408, -0.901], [-0.061, -0.281, 0.120], [0.227, -0.016, 0.258], [0.032, 0.811, 0.315], [-0.014, -0.824, 0.022], [-0.004, 0.072, 0.065], [0.228, -0.243, -0.015], [-0.011, -0.232, -0.327], [0.366, 0.093, 0.290], [-0.189, -0.034, 0.513], [-0.150, -0.095, -0.272], [-0.026, -0.030, -0.056], [-0.092, -0.156, -0.301], [0.887, -0.034, 0.452], [-0.037, -0.405, -0.576], [-0.018, 0.070, -0.291], [-0.407, -0.052, 0.059], [-0.302, 0.170, -0.006], [-0.015, 0.148, 0.108], [-0.243, -0.149, 0.173], [0.191, 0.314, 0.144]], "max_force_ha_per_bohr": 0.02380, "gap_ev": 9.1734, "lumo_ev": 0.817, "homo_energy_ha": -0.3071, "smiles": "Cc1ccc(O)cc1.CC", "e_tot_ha": -426.55928}